No. 1
{"formula": "C26H74AsF6O11", "method": "wB97M-V/def2-TZVPD", "symbols": ["As", "F", "F", "F", "F", "F", "F", "C", "C", "O", "H", "H", "H", "H", "H", "H", "C", "C", "O", "H", "H", "H", "H", "H", "H", "C", "C", "O", "H", "H", "H", "H", "H", "H", "C", "C", "O", "H", "H", "H", "H", "H", "H", "C", "C", "O", "H", "H", "H", "H", "H", "H", "C", "C", "O", "H", "H", "H", "H", "H", "H", "C", "C", "O", "H", "H", "H", "H", "H", "H", "C", "C", "C", "O", "H", "H", "H", "H", "H", "H", "H", "H", "C", "C", "C", "O", "H", "H", "H", "H", "H", "H", "H", "H", "C", "C", "C", "O", "H", "H", "H", "H", "H", "H", "H", "H", "C", "C", "C", "O", "H", "H", "H", "H", "H", "H", "H", "H"], "coordinates": [[-0.2881, 0.0079, -0.2601], [-0.1388, -1.7317, 0.1962], [-0.8601, 0.4306, 1.3911], [-0.4337, 1.6972, -0.8500], [0.3390, -0.3625, -1.9278], [-1.9758, -0.2646, -0.7928], [1.3945, 0.2537, 0.2508], [-5.4563, -5.1557, 3.1367], [-4.6727, -4.8145, 1.8316], [-5.6731, -4.3894, 0.9212], [-6.0241, -4.2888, 3.4745], [-4.7109, -5.3729, 3.9017], [-6.2212, -5.9271, 3.0472], [-4.2202, -5.7540, 1.5144], [-3.9546, -4.0021, 1.9435], [-5.1751, -4.1291, 0.1428], [-2.7432, 6.7190, 3.7467], [-2.4445, 5.4202, 2.8717], [-1.8338, 4.5020, 3.7316], [-1.8416, 7.1586, 4.1733], [-3.3643, 6.5275, 4.6217], [-3.2598, 7.4521, 3.1272], [-1.8000, 5.6179, 2.0152], [-3.4066, 5.0807, 2.4880], [-1.4874, 3.8067, 3.1676], [5.8091, 0.1911, -3.6235], [5.8864, 0.0502, -2.1496], [5.1079, -1.0434, -1.7029], [6.2960, -0.6626, -4.0948], [6.3350, 1.1222, -3.8346], [4.7484, 0.2970, -3.8511], [5.5672, 0.9693, -1.6581], [6.9285, -0.1367, -1.8906], [4.2610, -0.7400, -1.3680], [-6.4270, 0.0437, 5.9953], [-5.2473, 0.7318, 5.1873], [-4.6457, 1.6967, 6.0330], [-6.1679, -0.7312, 6.7167], [-6.9358, -0.4252, 5.1531], [-7.1444, 0.7307, 6.4442], [-5.5826, 1.1620, 4.2436], [-4.5943, -0.1110, 4.9607], [-3.8421, 1.9844, 5.5936], [6.8807, -0.6985, 3.5878], [7.7171, -1.9442, 3.7733], [8.0341, -2.4742, 2.4890], [6.6707, -0.3773, 4.6080], [5.9260, -0.9937, 3.1525], [7.3656, 0.0770, 2.9948], [7.1875, -2.7325, 4.3083], [8.6280, -1.7080, 4.3233], [8.7800, -2.0405, 2.0683], [-0.7031, 1.3955, -6.8211], [0.4245, 2.3651, -6.5959], [0.4321, 3.3316, -7.6334], [-0.6530, 0.6842, -5.9967], [-0.6990, 0.9619, -7.8211], [-1.6761, 1.8611, -6.6640], [1.3940, 1.8725, -6.6700], [0.4375, 2.8473, -5.6184], [0.9961, 4.0781, -7.4184], [-3.6654, -5.5451, -4.7680], [-3.0799, -4.1394, -4.4404], [-3.9582, -3.5661, -3.5400], [-4.5601, -5.4000, -5.3734], [-3.8824, -6.1603, -3.8948], [-2.9330, -6.0160, -5.4237], [-3.0128, -3.5129, -5.3298], [-2.0769, -4.1767, -4.0153], [-3.5216, -2.7979, -3.1647], [-5.1439, 3.5774, -3.5727], [-4.6830, 5.0026, -3.3219], [-3.4093, 5.2807, -4.0676], [-5.6958, 5.7889, -3.8606], [-4.3888, 2.8145, -3.3833], [-5.5602, 3.3451, -4.5529], [-5.8869, 3.3397, -2.8114], [-4.6682, 5.2187, -2.2537], [-2.5826, 4.6817, -3.6857], [-3.1842, 6.3472, -4.0683], [-3.3963, 4.9622, -5.1100], [-5.5007, 6.6987, -3.6244], [2.7526, -6.7655, -3.5453], [2.1517, -5.9967, -4.6923], [2.3050, -4.4998, -4.6338], [2.7696, -6.5305, -5.8232], [3.8421, -6.7385, -3.5264], [2.4099, -7.7984, -3.6070], [2.3739, -6.3434, -2.6144], [1.0797, -6.1753, -4.7750], [3.3534, -4.2102, -4.7049], [1.8640, -4.1353, -3.7060], [1.7301, -4.0189, -5.4253], [2.1937, -7.2089, -6.1832], [3.8330, 6.1841, 0.6297], [3.7534, 6.0094, 2.1881], [4.5380, 4.7072, 2.5784], [4.3747, 7.1250, 2.7831], [4.8573, 6.0735, 0.2737], [3.4623, 7.1744, 0.3649], [3.2810, 5.4105, 0.0959], [2.7275, 5.9938, 2.5563], [4.4562, 4.5534, 3.6544], [5.5849, 4.8334, 2.3022], [4.1178, 3.7945, 2.1560], [4.0655, 7.1831, 3.6901], [-0.0394, -3.9005, 6.0579], [0.9642, -2.9828, 5.3871], [1.0254, -1.5344, 5.8873], [2.2145, -3.6243, 5.5131], [0.0242, -4.9101, 5.6519], [-1.0314, -3.5550, 5.7667], [-0.0168, -3.9923, 7.1438], [0.7672, -2.9593, 4.3153], [1.5497, -0.8830, 5.1882], [1.5408, -1.5606, 6.8474], [0.0452, -1.0741, 6.0111], [2.6270, -3.5037, 6.3715]], "lowdin_charge": [0.885, -0.312, -0.311, -0.314, -0.331, -0.310, -0.302, -0.089, -0.304, -0.092, 0.062, 0.063, 0.067, 0.102, 0.114, 0.077, -0.078, -0.309, -0.082, 0.060, 0.062, 0.058, 0.106, 0.099, 0.085, -0.103, -0.361, -0.070, 0.078, 0.072, 0.080, 0.112, 0.105, 0.084, -0.081, -0.300, -0.086, 0.063, 0.058, 0.062, 0.105, 0.102, 0.075, -0.094, -0.327, -0.090, 0.068, 0.079, 0.075, 0.112, 0.101, 0.077, -0.084, -0.335, -0.095, 0.078, 0.077, 0.069, 0.103, 0.112, 0.075, -0.077, -0.342, -0.078, 0.066, 0.071, 0.060, 0.104, 0.106, 0.089, -0.059, -0.522, -0.065, -0.056, 0.081, 0.085, 0.075, 0.138, 0.081, 0.074, 0.083, 0.086, -0.061, -0.545, -0.049, -0.052, 0.086, 0.075, 0.079, 0.131, 0.086, 0.084, 0.078, 0.088, -0.052, -0.469, -0.058, -0.064, 0.071, 0.069, 0.076, 0.128, 0.064, 0.075, 0.075, 0.085, -0.069, -0.495, -0.046, -0.063, 0.076, 0.073, 0.076, 0.140, 0.080, 0.073, 0.076, 0.081], "relative_energy_kcal_mol": 85.7, "orbital_gap_ev": 10.194, "e_lumo_ev": 2.1, "e_tot_ev": -127830.1996, "total_charge": -1}


No. 2
{"formula": "C26H74MgN7O11", "method": "wB97M-V/def2-TZVPD", "symbols": ["Mg", "N", "O", "O", "O", "C", "C", "C", "O", "C", "N", "H", "H", "H", "H", "H", "H", "H", "H", "H", "H", "H", "C", "C", "C", "O", "C", "N", "H", "H", "H", "H", "H", "H", "H", "H", "H", "H", "H", "C", "C", "C", "O", "C", "N", "H", "H", "H", "H", "H", "H", "H", "H", "H", "H", "H", "C", "C", "C", "O", "C", "N", "H", "H", "H", "H", "H", "H", "H", "H", "H", "H", "H", "C", "C", "C", "O", "C", "N", "H", "H", "H", "H", "H", "H", "H", "H", "H", "H", "H", "C", "C", "C", "O", "C", "N", "H", "H", "H", "H", "H", "H", "H", "H", "H", "H", "H", "C", "O", "H", "H", "H", "H", "C", "O", "H", "H", "H", "H"], "coordinates": [[-9.3755, -22.3353, 12.6739], [-9.6589, -21.7904, 15.6524], [-8.8946, -22.1545, 16.5366], [-9.1711, -21.5847, 14.4863], [-10.8485, -21.5868, 15.8598], [-13.6837, -25.0899, 17.2490], [-13.5453, -24.7093, 15.7683], [-14.4125, -23.5056, 15.4294], [-15.7700, -23.8416, 15.6594], [-16.5557, -22.7923, 16.1792], [-12.1245, -24.3392, 15.4555], [-13.3453, -26.1156, 17.4088], [-14.7459, -25.1134, 17.4975], [-13.1054, -24.3974, 17.8568], [-13.8452, -25.5502, 15.1427], [-14.3009, -23.3437, 14.3448], [-14.1357, -22.6128, 15.9968], [-16.2074, -21.8196, 15.8253], [-16.5869, -22.8457, 17.2735], [-17.5902, -22.9100, 15.8514], [-11.5051, -24.7570, 16.1550], [-12.0542, -23.3475, 15.6861], [-3.8224, -26.7630, 17.0822], [-4.3293, -25.8614, 15.9907], [-3.7919, -24.4271, 16.1061], [-4.5913, -23.6001, 16.9185], [-5.8598, -23.3098, 16.4018], [-4.0666, -26.4922, 14.6884], [-4.4925, -27.6105, 17.2542], [-3.8552, -26.2965, 18.0728], [-2.8084, -27.1291, 16.9316], [-5.4168, -25.7612, 16.0453], [-3.8296, -24.0232, 15.0736], [-2.7689, -24.3830, 16.4721], [-6.2479, -22.3966, 16.8488], [-6.5872, -24.0945, 16.6595], [-5.8293, -23.1799, 15.3073], [-3.0936, -26.3866, 14.4151], [-4.6068, -26.0331, 13.9623], [-8.9883, -26.1223, 14.2749], [-8.8200, -24.6404, 13.9644], [-7.6171, -24.3926, 13.0416], [-7.4566, -22.9974, 12.7080], [-6.2895, -22.8710, 11.8741], [-10.0529, -24.0832, 13.3697], [-9.1258, -26.6922, 13.3549], [-9.7814, -26.2539, 15.0055], [-8.0672, -26.5114, 14.7235], [-8.5287, -24.0768, 14.8581], [-7.8043, -24.9626, 12.1187], [-6.7651, -24.8348, 13.5609], [-6.3716, -23.4716, 10.9702], [-5.4041, -23.1702, 12.4408], [-6.1479, -21.8122, 11.6713], [-10.7968, -24.0744, 14.1192], [-10.5490, -24.7918, 12.8199], [-9.8286, -18.3805, 11.3477], [-9.9343, -19.7022, 12.0944], [-11.2210, -20.4176, 11.7070], [-11.1785, -21.7782, 12.2089], [-12.4768, -22.3820, 12.2488], [-8.7504, -20.5881, 11.7323], [-8.9476, -17.8366, 11.7049], [-10.7287, -17.7757, 11.4188], [-9.5801, -18.5220, 10.2867], [-10.0116, -19.4668, 13.1551], [-11.5053, -20.4441, 10.6518], [-12.0016, -19.9225, 12.2954], [-13.1818, -21.7752, 12.8130], [-12.4045, -23.3304, 12.7749], [-12.8250, -22.5822, 11.2338], [-7.9143, -20.0559, 11.9762], [-8.7844, -20.4300, 10.7205], [-10.3733, -15.3967, 14.0197], [-10.1599, -16.4585, 15.0982], [-8.7520, -16.4678, 15.6666], [-8.5696, -17.3758, 16.7669], [-8.7480, -18.7231, 16.4608], [-11.2343, -16.3849, 16.0927], [-11.4464, -15.3229, 13.8435], [-9.8018, -15.5938, 13.1187], [-10.1164, -14.4063, 14.4189], [-10.3101, -17.4066, 14.5520], [-8.5241, -15.5001, 16.1160], [-8.0197, -16.7753, 14.9099], [-8.5295, -18.9846, 15.4147], [-9.7003, -19.1596, 16.7850], [-7.9930, -19.3166, 16.9963], [-11.2797, -15.4618, 16.5209], [-10.9435, -16.9845, 16.8658], [-10.4297, -25.7084, 19.8986], [-9.6513, -24.7470, 19.0325], [-8.1809, -24.5724, 19.3878], [-7.5582, -25.8423, 19.3391], [-6.1790, -25.7764, 19.5876], [-9.8299, -25.0530, 17.6037], [-10.5856, -25.2951, 20.8928], [-9.8851, -26.6518, 20.0027], [-11.3790, -25.9629, 19.4304], [-10.0166, -23.7204, 19.1956], [-8.0700, -24.1325, 20.3879], [-7.6967, -23.9374, 18.6357], [-5.7019, -26.7463, 19.4989], [-5.9608, -25.3867, 20.5950], [-5.7163, -25.0524, 18.8978], [-9.4553, -25.9891, 17.4465], [-9.2284, -24.4471, 17.0489], [-7.2126, -20.8794, 20.3394], [-8.5323, -20.9554, 19.8285], [-6.6124, -20.0776, 19.9029], [-7.2830, -20.6446, 21.4039], [-6.7081, -21.8503, 20.2866], [-8.5241, -20.9537, 18.8668], [-13.5521, -19.1652, 15.0631], [-13.5463, -17.7952, 14.7619], [-12.5738, -19.5170, 15.4031], [-14.2636, -19.4082, 15.8653], [-13.8850, -19.6912, 14.1690], [-13.2776, -17.2810, 15.5323]], "lowdin_charge": [0.641, -0.525, 0.025, -0.107, 0.028, -0.043, -0.378, -0.210, -0.188, -0.098, 0.038, 0.079, 0.079, 0.082, 0.137, 0.114, 0.129, 0.079, 0.093, 0.089, 0.039, 0.045, -0.066, -0.439, -0.192, -0.171, -0.119, 0.039, 0.082, 0.067, 0.085, 0.118, 0.111, 0.133, 0.086, 0.068, 0.085, 0.077, 0.045, -0.020, -0.393, -0.160, -0.251, -0.033, 0.022, 0.094, 0.074, 0.091, 0.121, 0.146, 0.124, 0.106, 0.100, 0.092, 0.065, 0.124, -0.039, -0.370, -0.121, -0.268, -0.029, 0.059, 0.089, 0.099, 0.092, 0.133, 0.152, 0.139, 0.092, 0.073, 0.112, 0.119, 0.115, -0.053, -0.452, -0.170, -0.178, -0.135, 0.056, 0.082, 0.066, 0.084, 0.115, 0.135, 0.126, 0.079, 0.088, 0.086, 0.094, 0.079, -0.043, -0.415, -0.205, -0.186, -0.107, 0.054, 0.086, 0.082, 0.065, 0.139, 0.134, 0.101, 0.083, 0.098, 0.073, 0.082, 0.035, -0.159, -0.124, 0.078, 0.081, 0.065, 0.039, -0.181, -0.135, 0.061, 0.079, 0.063, 0.049], "relative_energy_kcal_mol": 0.0, "orbital_gap_ev": 8.376, "e_lumo_ev": -2.9, "e_tot_ev": -66551.4168, "total_charge": 1}